(1)
This record from the Open Molecules 2025 dataset describes a 14-piece molecular cluster, C56H98N14 overall. The level of theory is ωB97M-V with the def2-TZVPD basis set.

Results
Net charge: 0
Total energy, hartree: -2959.09055
Relative energy (zero: lowest compared OMol25 entry of this formula, charge and spin), eV: 1.3159
LUMO energy, eV: 0.2

CARTESIAN COORDINATES (ANGSTROEM)
C  1.23169  -0.94464  -3.89263
C  1.47211  -2.01681  -4.94645
C  2.27915  -1.59270  -6.18484
C  3.69378  -1.32219  -5.86128
N  4.82036  -1.09729  -5.68976
H  2.16830  -0.60520  -3.45683
H  0.61147  -1.31886  -3.07155
H  0.75288  -0.07923  -4.38370
H  0.46441  -2.31090  -5.31452
H  2.02493  -2.86516  -4.52771
H  1.87491  -0.72771  -6.65714
H  2.27512  -2.34156  -6.96472
C  0.58293  -0.32364  0.86979
C  0.27415  -0.44288  -0.63696
C  -0.57973  0.72656  -1.14886
C  -1.92280  0.68255  -0.55022
N  -2.97243  0.67532  -0.10279
H  1.30810  0.45304  0.97279
H  1.00961  -1.25150  1.22414
H  -0.30101  -0.06874  1.45800
H  -0.18976  -1.41615  -0.81698
H  1.19753  -0.34333  -1.24009
H  -0.66647  0.70990  -2.23114
H  -0.22636  1.74261  -0.91684
C  7.36790  -0.83841  -2.44089
C  5.89107  -0.52352  -2.58883
C  5.03514  -1.78845  -2.65115
C  5.16596  -2.62241  -1.47349
N  5.40871  -3.22328  -0.52374
H  7.95285  0.07474  -2.51052
H  7.76875  -1.52111  -3.24434
H  7.61121  -1.27136  -1.47710
H  5.65217  0.00896  -3.48229
H  5.57162  0.09120  -1.76418
H  5.36758  -2.34295  -3.54091
H  3.96980  -1.52857  -2.78296
C  3.38468  5.83397  -4.10906
C  2.04185  5.42322  -4.68651
C  1.10001  4.79514  -3.63180
C  1.57356  3.50203  -3.15169
N  1.83422  2.45702  -2.72812
H  4.10892  6.12906  -4.89106
H  3.78721  4.94114  -3.61609
H  3.28349  6.67025  -3.41423
H  2.27009  4.66633  -5.47224
H  1.49493  6.22687  -5.11287
H  0.11103  4.64719  -4.10121
H  0.97443  5.46833  -2.75097
C  -0.86694  1.00001  4.62059
C  -1.15964  -0.45160  4.24139
C  -2.10843  -1.17419  5.28088
C  -2.39571  -2.56528  4.88416
N  -2.59627  -3.67154  4.62780
H  -1.80555  1.58683  4.72276
H  -0.30102  1.44234  3.78558
H  -0.34854  1.12793  5.57580
H  -0.23614  -0.98381  4.09927
H  -1.65885  -0.50780  3.27495
H  -2.99394  -0.57543  5.33260
H  -1.63643  -1.17896  6.24796
C  -5.03874  2.38098  -4.53561
C  -4.96356  1.83113  -3.07529
C  -4.30998  2.83331  -2.19879
C  -2.91171  3.18377  -2.54763
N  -1.84254  3.48660  -2.82366
H  -4.06435  2.53195  -4.98778
H  -5.58986  3.34620  -4.55141
H  -5.57016  1.69114  -5.20828
H  -4.44547  0.86158  -3.12089
H  -5.98214  1.64298  -2.71489
H  -4.30906  2.47218  -1.18530
H  -4.84636  3.77816  -2.10715
C  -0.96075  -5.15180  -3.48549
C  -0.68393  -5.78707  -2.15351
C  -0.24633  -4.73631  -1.11937
C  0.91905  -4.08784  -1.67965
N  1.85662  -3.64295  -2.17322
H  -0.05460  -4.74294  -3.91762
H  -1.68432  -4.36317  -3.45588
H  -1.26141  -5.95411  -4.19692
H  0.11099  -6.55953  -2.22381
H  -1.61894  -6.24538  -1.76394
H  0.01249  -5.17357  -0.13983
H  -0.97667  -3.93101  -0.93959
C  3.75208  4.22673  5.42937
C  2.33755  3.72532  5.83500
C  1.25880  3.91071  4.73768
C  1.63460  3.18456  3.52559
N  1.94699  2.58680  2.58211
H  4.46383  4.07784  6.28359
H  3.75389  5.26240  5.16522
H  4.12505  3.66061  4.55037
H  1.97506  4.23285  6.72353
H  2.37615  2.69959  6.21170
H  1.25342  4.95955  4.50736
H  0.32405  3.50046  5.07101
C  3.13674  -4.18045  1.95506
C  3.78202  -5.54388  2.17380
C  5.24704  -5.54450  1.99472
C  5.86459  -4.52795  2.82243
N  6.20870  -3.70463  3.52111
H  2.03504  -4.24143  1.92146
H  3.54516  -3.69833  1.03940
H  3.34283  -3.54586  2.81525
H  3.30455  -6.28052  1.52238
H  3.53321  -5.82359  3.21615
H  5.56927  -5.26047  0.96072
H  5.71603  -6.47221  2.27059
C  -1.53463  3.77907  1.85059
C  -1.50790  4.85013  0.76706
C  -0.44823  5.92969  0.97825
C  -0.56891  6.67623  2.25343
N  -0.69375  7.26804  3.23206
H  -2.23620  2.99375  1.57514
H  -1.83795  4.10570  2.83931
H  -0.57743  3.26719  1.92392
H  -2.51410  5.29143  0.57634
H  -1.32397  4.32493  -0.14555
H  -0.34343  6.66444  0.16966
H  0.57513  5.50407  0.91567
C  -5.55405  -2.70128  1.49687
C  -4.44410  -1.68064  1.75973
C  -3.08174  -2.27353  1.33052
C  -3.03422  -2.56892  -0.10500
N  -3.02784  -2.80075  -1.22642
H  -5.35861  -3.65172  1.99491
H  -5.64239  -2.83780  0.42672
H  -6.51685  -2.33450  1.86495
H  -4.36970  -1.43581  2.82434
H  -4.58656  -0.74241  1.23623
H  -2.89112  -3.22379  1.88091
H  -2.24695  -1.59896  1.59727
C  2.71066  -0.81730  4.94973
C  3.72390  -1.22131  6.01637
C  4.08724  -2.71184  5.87667
C  5.10279  -3.10312  6.85565
N  5.92394  -3.37104  7.61094
H  2.45699  0.23339  5.06533
H  1.75896  -1.31131  5.11351
H  3.06439  -1.08917  3.94480
H  3.34028  -1.00591  7.02210
H  4.63375  -0.64798  5.81335
H  4.42346  -2.85525  4.87569
H  3.23463  -3.36860  5.98795
C  -6.84669  1.15537  1.35221
C  -6.47305  2.62515  1.77882
C  -4.95399  2.73491  2.13615
C  -4.56557  1.80726  3.20041
N  -4.24480  1.03477  3.97993
H  -6.33542  0.85409  0.45963
H  -7.93309  1.12969  1.07720
H  -6.74103  0.43600  2.13225
H  -7.07773  2.99581  2.58818
H  -6.72677  3.26129  0.89170
H  -4.61007  3.71567  2.46856
H  -4.33344  2.53060  1.28262
C  -1.87753  -0.49656  -5.87490
C  -2.24954  -1.30043  -4.58734
C  -3.42637  -2.30000  -4.69744
C  -4.64743  -1.62716  -5.08782
N  -5.59581  -1.04117  -5.35175
H  -2.68813  0.15886  -6.25219
H  -1.51916  -1.16321  -6.68807
H  -1.01253  0.15440  -5.66469
H  -2.45160  -0.57372  -3.77691
H  -1.41465  -1.91072  -4.28436
H  -3.56504  -2.80439  -3.76281
H  -3.23358  -3.02489  -5.47559



(2)
This record from the Open Molecules 2025 dataset describes C57H112Br4HgN9O5 as an isolated structure. The level of theory is ωB97M-V with the def2-TZVPD basis set.

Results
Net charge: +5
Total energy, hartree: -13554.60038
LUMO energy, eV: -11.7

CARTESIAN COORDINATES (ANGSTROEM)
Hg  19.65757  14.33252  16.70277
C  8.14195  12.48058  4.60599
C  9.06699  13.72241  4.73055
C  15.00961  14.80901  7.72455
C  15.94408  15.53963  7.23952
C  17.41076  15.11508  7.38839
C  11.09978  14.56366  3.28451
N  10.08498  13.55140  3.66888
O  10.20574  12.49972  2.91762
C  12.53840  14.09331  3.14429
C  10.44532  15.88342  2.69488
C  9.15242  14.78152  5.91967
H  7.13733  12.90368  4.73387
H  8.50399  11.68803  5.19906
H  7.97535  12.17096  3.54854
H  15.18955  13.87081  8.07516
H  14.05801  15.20728  7.99313
H  17.93374  15.98903  7.52814
H  15.79581  16.59186  7.14458
H  17.64798  14.24812  8.07222
H  17.52027  14.84460  6.34210
H  13.25337  14.45334  3.92964
H  12.94274  14.26517  2.09810
H  12.66282  13.00735  3.35135
H  10.97719  16.88679  2.50202
H  9.78645  16.13974  3.58239
H  9.64921  15.67033  2.02491
H  9.99661  14.35427  6.55989
H  8.23360  14.85956  6.57209
H  9.70430  15.56394  5.40607
C  22.67369  9.43419  10.79734
C  21.28633  9.75088  10.17400
C  20.24666  8.70559  10.67382
C  19.77901  9.03506  12.07680
C  19.21523  10.37496  12.32857
C  20.23436  11.44922  12.04320
N  20.95734  11.10399  10.69565
O  21.34268  12.01486  10.07719
C  21.38770  11.60139  12.98294
C  19.65407  12.88274  11.89960
C  21.26338  9.81000  8.67769
H  22.90272  8.43675  10.31586
H  22.67766  9.29141  11.85022
H  23.49859  9.96332  10.36123
H  20.77624  7.76981  10.80922
H  19.36379  8.64256  10.04904
H  20.62921  8.86589  12.78538
H  18.95110  8.35562  12.28231
H  18.96884  10.59180  13.40264
H  18.30989  10.60528  11.82410
H  21.09306  12.12203  13.85798
H  22.10662  12.10226  12.43146
H  21.79780  10.63232  13.20890
H  19.22157  13.00009  10.88889
H  20.40747  13.64286  12.26730
H  18.80080  13.00002  12.62667
H  21.96540  10.55823  8.28457
H  20.30879  10.02461  8.29153
H  21.57395  8.83636  8.28612
C  18.66246  18.45575  22.81600
C  18.56295  17.65710  21.45200
C  17.28057  16.87513  21.31428
C  16.04629  17.71003  21.09138
C  16.13175  18.71485  20.01945
C  17.34593  19.59219  20.09619
N  18.59469  18.76903  20.39140
O  19.62304  19.09350  19.85796
C  17.02302  20.57862  21.24115
C  17.62532  20.36762  18.76659
C  19.71338  16.74469  21.18632
H  19.03855  17.68445  23.57008
H  17.68233  18.78127  23.14705
H  19.29550  19.31641  22.90029
H  17.22391  16.30295  22.22940
H  17.47940  16.19951  20.47858
H  15.69844  18.21705  22.00538
H  15.19640  17.02853  20.93162
H  15.21682  19.25916  20.07448
H  16.13954  18.18844  19.08236
H  16.50681  21.44796  20.78827
H  17.88996  21.03133  21.81392
H  16.46892  20.04012  22.00309
H  16.77767  20.81695  18.29625
H  18.03049  19.70066  17.98578
H  18.41930  21.11025  18.79886
H  20.67508  17.11335  21.31116
H  19.60606  16.33864  20.20243
H  19.68990  15.85608  21.87017
C  8.75977  5.11937  18.42525
C  9.63976  5.79756  17.59204
C  9.08513  9.23980  19.29062
C  9.46587  9.57636  18.02500
C  10.51486  8.78276  17.45015
C  11.40587  7.89040  17.54847
N  10.69404  6.23984  17.49576
O  11.49135  6.73958  18.83904
C  13.10766  10.30973  22.95196
C  12.81964  7.53748  17.12012
C  9.13160  5.66886  16.11133
H  8.17497  5.85012  18.94064
H  9.23309  4.47996  19.12337
H  7.99156  4.65966  17.89910
H  9.44714  8.43582  19.86182
H  8.25476  9.53673  19.87394
H  7.08176  14.52927  28.42933
H  8.99035  10.37240  17.38911
H  14.42347  16.89183  24.53613
H  10.88403  9.00816  16.30304
H  13.60497  11.19878  22.56334
H  13.40205  9.24043  22.87655
H  12.18236  10.44082  23.53736
H  13.12232  7.45058  18.08936
H  13.19211  7.94404  16.11273
H  12.83975  6.35432  16.99707
H  9.22307  4.56880  16.08682
H  9.82099  6.30780  15.54122
H  8.19403  6.05802  16.41485
C  21.30762  19.03209  11.93344
C  20.84226  20.07303  12.93426
C  21.13946  19.68990  14.34104
C  22.67498  19.72183  14.66041
C  23.25098  21.12770  14.42335
C  23.05768  21.59114  12.98376
N  21.63323  21.30536  12.55294
O  21.13348  21.95349  11.68377
C  23.94815  20.82681  12.04563
C  23.36243  23.04878  12.73514
C  19.36654  20.37180  12.62987
H  22.37862  18.76064  11.96508
H  20.98584  19.19168  10.89861
H  20.77501  18.10175  12.19488
H  20.76246  18.70013  14.56009
H  20.58780  20.28240  15.02529
H  23.24227  18.85991  14.21888
H  22.73990  19.52075  15.74866
H  24.28989  21.22346  14.83784
H  22.69418  21.76878  15.14945
H  24.13592  19.82983  12.53600
H  24.85137  21.42685  11.88802
H  23.54849  20.63337  11.09523
H  24.45974  23.10662  12.88622
H  22.91616  23.79231  13.40321
H  23.01600  23.36856  11.76322
H  18.99360  21.25544  13.20989
H  18.77629  19.54498  12.95673
H  19.22790  20.55944  11.56948
C  21.26164  9.04751  15.77238
C  20.18074  9.14116  16.79755
N  20.45396  8.54825  18.05434
C  20.47872  7.15623  18.30830
C  20.78393  6.96094  19.59832
N  20.96333  8.18910  20.16717
C  20.70517  9.11901  19.23455
C  21.16697  8.56049  21.58013
H  22.09460  9.58601  16.06261
H  20.82121  9.47401  14.90839
H  21.64089  8.08029  15.58352
H  19.17299  8.77194  16.44152
H  19.99779  10.21850  17.01376
H  20.24767  6.47598  17.54532
H  20.71187  6.04544  20.15149
H  20.78813  10.14908  19.56825
H  20.27778  9.02499  22.07117
H  21.92634  9.34504  21.64321
H  21.50509  7.63662  22.03002
C  28.74667  17.62155  19.47013
C  28.97345  16.10957  19.18682
N  27.89658  15.62507  18.34063
C  26.67694  15.17969  18.81024
C  25.92278  14.77223  17.75756
N  26.65426  15.07478  16.62428
C  27.84417  15.57978  17.02862
C  26.18145  14.93859  15.28038
H  27.79538  17.81397  19.94191
H  28.78338  18.22283  18.56111
H  29.56714  17.99770  20.10671
H  29.07814  15.55943  20.11903
H  29.91040  15.95027  18.62395
H  26.42432  15.10550  19.86401
H  24.92311  14.46585  17.72071
H  28.56012  16.05984  16.34495
H  26.71753  14.21125  14.71212
H  26.21455  15.86782  14.73943
H  25.10083  14.61148  15.37214
Br  18.40610  12.21710  15.59654
Br  21.20308  15.88769  14.68177
Br  18.32344  16.46847  17.78527
Br  21.76167  12.93024  17.66238